[1]
This record from the OMol25 dataset describes a molecular structure, C8H19N2O16S2V in a non-equilibrium geometry. The level of theory is ωB97M-V/def2-TZVPD.

Geometry as ORCA input:
```
! wB97M-V def2-TZVPD RIJCOSX def2/J DEFGRID3
* xyz -2 1
O 2.12 -2.33 0.30
V 1.28 -0.96 0.72
O 1.23 0.02 -0.58
C 5.58 2.32 0.94
C 5.24 1.15 1.92
C 6.43 0.88 2.81
O 3.96 1.19 2.50
H 5.90 3.26 1.41
H 4.68 2.69 0.45
H 6.40 2.13 0.24
H 5.23 0.20 1.39
H 6.27 0.03 3.48
H 6.69 1.73 3.44
H 7.35 0.64 2.29
N -2.10 1.78 3.57
O -1.54 1.29 2.57
O -3.23 1.46 3.74
O -1.46 2.28 4.54
N 0.05 -2.20 5.55
O -0.81 -2.84 6.16
O 0.22 -2.39 4.33
O 0.65 -1.28 6.02
C -1.02 5.02 -1.80
C -2.31 4.17 -1.72
O -3.22 4.77 -2.63
S -2.92 6.43 -2.77
O -3.37 7.14 -1.51
O -3.42 6.96 -4.01
O -1.28 6.09 -2.72
H -0.23 4.42 -2.26
H -0.69 5.23 -0.78
H -2.72 4.35 -0.73
H -2.14 3.10 -1.85
O -3.74 -4.70 -0.84
S -2.86 -3.76 -1.48
O -1.63 -3.36 -0.77
O -2.40 -4.45 -2.95
C -2.39 -5.83 -3.10
C -0.92 -6.26 -2.75
C -3.74 -2.29 -2.09
H -2.57 -6.11 -4.14
H -3.09 -6.39 -2.49
H -0.92 -7.27 -2.35
H -0.52 -5.62 -1.96
H -0.18 -6.44 -3.52
H -3.10 -1.74 -2.78
H -4.14 -1.83 -1.19
H -4.61 -2.69 -2.60
*
```

Properties
strongest force on any atom = 4.91 eV/Å
Kohn-Sham gap = 0.114 Eh


[2]
This record from the OMol25 dataset describes a gas-phase ion, C8H19N3 (charge +2) in a non-equilibrium geometry. The level of theory is ωB97M-V/def2-TZVPD.

Geometry as ORCA input:
```
! wB97M-V def2-TZVPD RIJCOSX def2/J DEFGRID3
* xyz 2 1
C 0.71 -0.78 -0.44
C 0.05 1.61 -0.71
C 1.51 1.54 -0.45
C -3.62 -0.64 0.37
C 3.23 -0.28 -0.23
C 1.80 0.11 1.61
C -2.31 0.13 0.35
C -1.75 -0.07 -1.07
N -0.43 0.30 -1.24
N 0.56 -2.04 -0.58
N 1.80 0.01 0.02
H -0.56 1.99 0.09
H -0.06 2.37 -1.48
H 2.16 1.69 -1.29
H 1.83 2.18 0.29
H -3.90 -0.84 1.45
H -4.36 -0.04 -0.24
H -3.43 -1.62 -0.22
H 3.66 -1.01 0.52
H 3.33 -0.47 -1.34
H 3.67 0.75 -0.02
H 1.67 -1.00 1.88
H 2.78 0.65 1.87
H 0.90 0.68 1.93
H -1.61 -0.36 1.09
H -2.57 1.23 0.39
H -1.65 -1.14 -1.20
H -2.33 0.59 -1.68
H -0.24 -2.29 -1.10
H 1.31 -2.74 -0.47
*
```

Properties
strongest force on any atom = 8.02 eV/Å
Kohn-Sham gap (alpha / beta) = 0.304 / 0.304 Eh
ΔE to the lowest compared entry with this formula, charge and spin = 79.9 kcal per mole
structure (SMILES) = CCCN1CC[N+](C)(C)C1=[NH2+]


[3]
This record from the OMol25 dataset describes 2 unconnected molecules or ions with the total composition C8H19N3 in a non-equilibrium geometry. The level of theory is ωB97M-V/def2-TZVPD.

Geometry as ORCA input:
```
! wB97M-V def2-TZVPD RIJCOSX def2/J DEFGRID3
* xyz 2 1
C -1.23 -0.18 0.98
C 2.81 0.29 -0.70
C 2.72 1.68 -1.31
C -2.58 1.27 -0.55
C -2.32 -1.24 -0.93
C -0.39 0.36 -1.28
C 2.39 0.30 1.66
C -1.65 0.04 -0.43
N -1.89 0.19 2.01
N 3.32 -0.66 -1.46
N 2.15 0.12 0.44
H 2.10 2.34 -0.82
H 2.42 1.64 -2.33
H 3.69 2.07 -1.47
H -1.88 2.06 -0.19
H -2.89 1.41 -1.64
H -3.54 1.19 -0.07
H -1.59 -2.10 -0.78
H -3.30 -1.47 -0.37
H -2.57 -1.11 -2.02
H 0.06 1.33 -0.96
H -0.85 0.53 -2.34
H 0.50 -0.39 -1.25
H 1.76 0.26 2.52
H 3.38 0.62 2.09
H -0.27 -0.83 1.12
H -2.84 0.74 1.88
H -1.67 0.08 3.05
H 3.43 -0.70 -2.48
H 3.45 -1.55 -1.11
*
```

Properties
strongest force on any atom = 3.12 eV/Å
Kohn-Sham gap = 0.404 Eh
ΔE to the lowest compared entry with this formula, charge and spin = 4.1 kcal per mole


[4]
This record from the OMol25 dataset describes a molecular structure, C8H19NO in a non-equilibrium geometry. The level of theory is ωB97M-V/def2-TZVPD.

Geometry as ORCA input:
```
! wB97M-V def2-TZVPD RIJCOSX def2/J DEFGRID3
* xyz 0 1
C -1.22 -2.33 -0.74
C -1.45 -1.18 0.19
C -2.96 0.79 0.46
C 2.74 -1.83 -0.15
C 2.23 -0.45 0.66
C 1.60 0.60 -0.18
C 0.74 1.63 0.52
C 0.26 2.75 -0.49
H -1.54 -2.00 -1.77
H -1.69 -3.37 -0.51
H -0.21 -2.49 -0.45
H -3.22 -0.75 -1.16
H -3.31 0.05 1.58
H -2.25 1.89 0.92
H -4.11 0.85 0.16
H 1.91 -1.68 -1.08
H 3.93 -1.69 -0.16
H 2.43 -3.03 0.41
H 2.96 -0.02 1.38
H 1.32 -0.31 1.49
H 2.17 1.26 -0.89
H 0.80 0.18 -0.76
H 1.27 2.23 1.31
H -0.06 1.02 0.84
H -0.14 2.38 -1.51
H -0.19 3.65 -0.07
H 1.24 3.26 -0.94
N -2.21 -0.10 -0.38
O -1.01 -1.29 1.33
*
```

Properties
strongest force on any atom = 5.70 eV/Å
Kohn-Sham gap = 0.352 Eh
ΔE to the lowest compared entry with this formula, charge and spin = 209.5 kcal per mole


[5]
This record from the OMol25 dataset describes 2 unconnected molecules or ions with the total composition C8H19NO in a non-equilibrium geometry. The level of theory is ωB97M-V/def2-TZVPD.

Geometry as ORCA input:
```
! wB97M-V def2-TZVPD RIJCOSX def2/J DEFGRID3
* xyz 0 1
C -2.42 1.48 0.01
C -2.25 2.83 0.73
C -3.39 0.49 0.66
H -2.70 1.76 -1.00
H -1.46 1.00 -0.17
H -2.81 3.60 0.20
H -3.78 0.84 1.62
H -1.21 3.10 0.94
H -2.59 2.87 1.77
H -4.37 0.50 0.17
H -2.98 -0.51 0.78
C 1.76 -0.32 0.55
C 3.29 -0.47 0.87
C 1.55 -2.75 0.44
C 0.73 -0.01 -2.16
C 0.73 -1.35 -1.49
O 0.33 -2.32 -2.12
N 1.42 -1.51 -0.35
H 1.02 -0.49 1.32
H 1.54 0.56 -0.01
H 3.73 0.47 0.56
H 3.60 -1.20 0.14
H 2.49 -3.19 0.16
H 0.26 0.00 -3.14
H 3.38 -0.84 1.88
H 1.69 -2.56 1.50
H 0.67 -3.26 0.12
H 0.08 0.79 -1.78
H 1.70 0.48 -2.21
*
```

Properties
strongest force on any atom = 3.41 eV/Å
Kohn-Sham gap = 0.362 Eh
ΔE to the lowest compared entry with this formula, charge and spin = 51.6 kcal per mole
structure (SMILES) = CCN(C)C(C)=O.CCC


[6]
This record from the OMol25 dataset describes 2 unconnected molecules or ions with the total composition C8H19NO2Si in a non-equilibrium geometry. The level of theory is ωB97M-V/def2-TZVPD.

Geometry as ORCA input:
```
! wB97M-V def2-TZVPD RIJCOSX def2/J DEFGRID3
* xyz 0 1
C 0.78 0.96 -2.57
C -0.30 -0.05 -2.39
C -1.23 -3.01 0.93
C 3.97 -1.09 1.63
C -1.70 1.76 1.29
C -1.08 3.00 -0.81
C -2.26 -2.07 0.22
C 2.77 -0.40 1.11
N -1.63 1.77 -0.20
O -1.70 -0.80 0.17
O 1.58 -0.51 1.37
Si -1.21 0.24 -0.92
H 1.04 1.50 -1.57
H 1.76 0.35 -2.85
H -0.74 -0.37 -3.37
H -0.38 -3.18 0.26
H -0.83 -2.42 1.76
H -1.55 -3.97 1.31
H 4.84 -0.57 1.34
H 4.05 -1.37 2.69
H 4.02 -2.08 1.14
H -2.54 2.34 1.78
H -1.89 0.82 1.68
H -0.75 1.98 1.72
H -0.93 2.73 -1.78
H -1.87 3.81 -0.72
H -0.15 3.26 -0.29
H -3.11 -2.03 0.86
H -2.38 -2.54 -0.76
H 2.89 0.23 0.26
H 0.54 1.71 -3.27
*
```

Properties
strongest force on any atom = 3.84 eV/Å
Kohn-Sham gap = 0.280 Eh
ΔE to the lowest compared entry with this formula, charge and spin = 96.5 kcal per mole
structure (SMILES) = C/C=[Si](/OCC)N(C)C.CC=O


[7]
This record from the OMol25 dataset describes 2 unconnected molecules or ions with the total composition C8H19NO2Si2 in a non-equilibrium geometry. The level of theory is ωB97M-V/def2-TZVPD.

Geometry as ORCA input:
```
! wB97M-V def2-TZVPD RIJCOSX def2/J DEFGRID3
* xyz 0 1
C -2.45 -2.56 -0.96
C 0.04 0.00 1.82
C 0.88 -1.28 1.75
C 0.72 1.17 -0.17
C 2.09 -1.19 -1.91
C 3.70 0.99 0.01
C -2.27 1.42 -1.59
C -3.29 0.76 1.19
N -0.36 0.69 0.68
O -1.93 -3.38 -0.26
O 2.02 -1.09 0.94
Si 2.19 -0.14 -0.31
Si -1.91 0.37 -0.04
H -2.95 -2.61 -1.91
H -0.82 -0.29 2.39
H 0.74 0.78 2.34
H 1.03 -1.44 2.81
H 0.40 -2.14 1.33
H 0.41 1.65 -1.03
H 1.05 2.05 0.44
H 3.07 -1.12 -2.43
H 2.08 -2.28 -1.59
H 1.33 -0.87 -2.59
H 4.14 1.22 -0.93
H 3.64 1.73 0.82
H 4.48 0.32 0.50
H -3.01 0.84 -2.05
H -2.80 2.39 -1.38
H -1.56 1.49 -2.27
H -3.98 1.47 0.82
H -3.90 -0.15 1.53
H -2.81 1.20 2.05
*
```

Properties
strongest force on any atom = 4.81 eV/Å
Kohn-Sham gap (alpha / beta) = 0.274 / 0.257 Eh
ΔE to the lowest compared entry with this formula, charge and spin = 0.0 kcal per mole


[8]
This record from the OMol25 dataset describes 2 unconnected molecules or ions with the total composition C8H19NOPS in a non-equilibrium geometry. The level of theory is ωB97M-V/def2-TZVPD.

Geometry as ORCA input:
```
! wB97M-V def2-TZVPD RIJCOSX def2/J DEFGRID3
* xyz 1 1
C -3.35 1.57 0.38
C -2.13 -0.45 -0.60
C -2.51 1.57 1.61
C -1.55 -0.59 0.80
C -3.18 0.65 -0.55
C 4.57 -1.49 -1.57
C -0.66 0.47 2.71
C 3.61 -0.47 -2.21
N -1.26 0.66 1.37
O 1.66 -2.04 -1.33
P 1.73 -0.59 -2.04
S 1.22 0.80 -0.29
H -4.21 2.37 0.32
H 1.14 2.09 -0.72
H -1.32 -0.34 -1.22
H -2.74 -1.29 -0.90
H -2.17 2.55 1.90
H -3.05 1.33 2.48
H -2.13 -1.29 1.41
H -0.55 -1.03 0.71
H -3.80 0.63 -1.44
H 5.53 -1.17 -1.66
H 4.34 -1.66 -0.57
H 4.45 -2.51 -2.09
H -0.56 1.42 3.22
H -1.43 -0.17 3.18
H 0.27 0.02 2.61
H 3.65 -0.37 -3.37
H 4.00 0.49 -1.92
H -0.38 1.07 0.69
H 0.82 -2.23 -0.88
*
```

Properties
strongest force on any atom = 4.98 eV/Å
Kohn-Sham gap = 0.340 Eh
ΔE to the lowest compared entry with this formula, charge and spin = 56.6 kcal per mole


[9]
This record from the OMol25 dataset describes 2 unconnected molecules or ions with the total composition C8H19NSi in a non-equilibrium geometry. The level of theory is ωB97M-V/def2-TZVPD.

Geometry as ORCA input:
```
! wB97M-V def2-TZVPD RIJCOSX def2/J DEFGRID3
* xyz 0 1
C 1.16 2.84 0.31
C 1.48 1.44 0.60
C -4.47 -0.11 0.76
C -2.58 1.33 -0.91
C 3.58 -1.58 0.88
C 2.25 -2.59 -0.88
C -3.08 -0.69 0.56
C -2.22 0.03 -0.25
N 2.67 -1.35 -0.24
Si 2.01 0.24 -0.58
H 1.59 3.24 -0.80
H 0.04 3.01 0.38
H 1.37 1.07 1.54
H -4.96 -0.42 -0.19
H -4.43 0.96 0.75
H -4.94 -0.69 1.67
H -2.66 2.07 -0.10
H -1.67 1.52 -1.63
H -3.56 1.30 -1.46
H 3.30 -1.78 1.89
H 4.22 -2.38 0.55
H 4.24 -0.67 1.00
H 1.26 -2.85 -0.54
H 2.27 -2.39 -2.05
H 3.01 -3.20 -0.60
H -2.73 -1.60 0.97
H 1.77 3.49 0.87
H -1.18 -0.49 -0.54
H 2.27 0.26 -1.97
*
```

Properties
strongest force on any atom = 5.05 eV/Å
Kohn-Sham gap = 0.305 Eh
ΔE to the lowest compared entry with this formula, charge and spin = 136.1 kcal per mole
structure (SMILES) = C/C=[SiH]/N(C)C.C/C=C\C


[10]
This record from the OMol25 dataset describes a molecular structure, C8H20As2F12N4O4Tl in a non-equilibrium geometry. The level of theory is ωB97M-V/def2-TZVPD.

Geometry as ORCA input:
```
! wB97M-V def2-TZVPD RIJCOSX def2/J DEFGRID3
* xyz 2 2
Tl 0.76 -0.52 1.59
As 1.41 3.65 -0.48
F 2.50 4.50 0.69
F -0.01 4.55 0.14
F 0.25 2.99 -1.70
F 2.78 2.74 -1.26
F 1.12 2.26 0.62
F 1.59 5.03 -1.64
As 0.48 -4.20 -1.40
F -0.13 -5.35 -0.11
F 0.40 -5.46 -2.66
F 1.23 -3.06 -2.64
F 0.74 -2.90 -0.17
F 2.18 -4.69 -1.05
F -1.23 -3.67 -1.72
O 2.91 -0.85 -0.48
C 3.74 -1.20 -1.27
N 3.79 -2.49 -1.58
C 4.68 -0.21 -1.84
H 4.56 -2.90 -2.09
H 3.06 -3.13 -1.32
H 5.12 0.45 -1.09
H 4.12 0.31 -2.62
H 5.54 -0.74 -2.26
O -1.52 1.26 1.00
C -2.55 1.89 0.64
N -3.19 1.55 -0.46
C -2.84 3.13 1.40
H -2.83 0.71 -0.88
H -3.88 2.17 -0.87
H -3.57 3.74 0.86
H -1.96 3.78 1.46
H -3.35 3.03 2.36
O -0.47 -0.15 -1.11
C -0.51 0.09 -2.29
N 0.50 -0.27 -3.09
C -1.68 0.75 -3.13
H 0.44 -0.19 -4.09
H 1.24 -0.75 -2.60
H -1.54 0.65 -4.20
H -1.79 1.80 -2.86
H -2.64 0.34 -2.82
O -1.27 -0.92 3.75
C -1.74 -0.91 4.83
N -1.37 0.12 5.56
C -2.83 -1.89 5.25
H -0.85 0.80 5.02
H -1.97 0.44 6.30
H -2.57 -2.95 5.26
H -3.79 -1.78 4.76
H -3.05 -1.53 6.26
*
```

Properties
strongest force on any atom = 6.21 eV/Å
Kohn-Sham gap (alpha / beta) = 0.204 / 0.132 Eh
expectation value of S² = 1.769
ΔE to the lowest compared entry with this formula, charge and spin = 0.0 kcal per mole


[11]
This record from the OMol25 dataset describes a molecular structure, C8H20AuClMnO in a non-equilibrium geometry. The level of theory is ωB97M-V/def2-TZVPD.

Geometry as ORCA input:
```
! wB97M-V def2-TZVPD RIJCOSX def2/J DEFGRID3
* xyz -2 8
Au -0.23 0.20 -3.05
Cl 0.44 -2.31 -1.46
C 1.64 1.17 -3.06
C -1.36 -1.17 -4.15
H 1.73 1.57 -4.07
H 1.64 1.94 -2.28
H 2.38 0.38 -2.86
H -1.33 -0.78 -5.17
H -2.37 -1.21 -3.73
H -0.83 -2.14 -4.06
Mn -0.69 -0.71 -0.32
C -2.32 -1.03 0.79
C -1.43 0.78 -1.31
H -3.23 -0.62 0.33
H -2.31 -2.13 0.82
H -2.14 -0.66 1.82
H -2.52 0.64 -1.41
H -1.15 1.76 -0.89
C 2.29 -0.09 1.93
C 0.78 0.06 2.19
C 0.54 -0.27 3.67
C 0.31 1.49 1.86
O 0.16 -0.89 1.38
H 2.88 0.63 2.53
H 2.51 0.04 0.86
H 2.59 -1.11 2.18
H 1.06 0.47 4.30
H -0.53 -0.26 3.92
H 0.92 -1.27 3.91
H 0.52 1.73 0.80
H -0.78 1.57 2.03
H 0.83 2.21 2.49
*
```

Properties
strongest force on any atom = 3.15 eV/Å
Kohn-Sham gap (alpha / beta) = 0.121 / 0.191 Eh
expectation value of S² = 15.779
ΔE to the lowest compared entry with this formula, charge and spin = 38.7 kcal per mole


[12]
This record from the OMol25 dataset describes 2 unconnected molecules or ions with the total composition C8H20BBrO3. The level of theory is ωB97M-V/def2-TZVPD.

Geometry as ORCA input:
```
! wB97M-V def2-TZVPD RIJCOSX def2/J DEFGRID3
* xyz 0 1
C -1.50 -1.92 -0.22
C -0.43 -2.98 0.07
C -0.60 -3.69 1.43
C 0.50 -3.29 2.40
O 0.18 -3.80 3.70
B 0.80 -3.37 4.82
Br 2.72 -3.41 4.95
H -2.27 -2.32 -0.87
H -1.98 -1.58 0.70
H -1.06 -1.06 -0.74
H 0.56 -2.51 0.05
H -0.42 -3.72 -0.73
H -0.58 -4.78 1.31
H -1.56 -3.44 1.88
H 0.59 -2.20 2.43
H 1.47 -3.69 2.08
H 0.20 -2.95 5.76
C 0.95 4.38 -3.20
O 0.38 4.63 -1.93
C -0.90 4.06 -1.76
C -0.85 2.78 -0.95
O -0.15 1.75 -1.62
C 1.17 1.57 -1.14
H 1.98 4.74 -3.16
H 0.95 3.32 -3.45
H 0.42 4.93 -3.99
H -1.36 3.85 -2.74
H -1.53 4.78 -1.24
H -1.87 2.43 -0.77
H -0.39 2.99 0.03
H 1.17 1.13 -0.14
H 1.73 2.51 -1.12
H 1.67 0.87 -1.83
*
```

Properties
strongest force on any atom = 0.77 eV/Å
Kohn-Sham gap = 0.366 Eh
ΔE to the lowest compared entry with this formula, charge and spin = 0.0 kcal per mole
structure (SMILES) = CCCCOBBr.COCCOC